The following is a quantum chemistry calculation of 2 unconnected molecules or ions with the total composition C3H7O3, from the OMol25 dataset.

The charge is -1. Its relative energy (zero: lowest compared OMol25 entry of this formula, charge and spin) is 24.7 kcal per mole. The calculation puts the electronic energy at -344.2709 a.u. The calculation puts the highest occupied orbital energy at -0.1469 Ha.

Element x y z (Å)
C (-0.487, -1.390, 1.086)
C (0.478, -0.430, 1.930)
O (1.140, 0.374, 1.246)
O (0.425, -0.645, 3.154)
H (-1.200, -0.770, 0.537)
H (-0.881, -2.220, 1.671)
H (0.137, -1.843, 0.295)
C (0.172, 1.127, -2.059)
O (-0.690, 1.493, -0.933)
H (-0.128, 1.324, -0.178)
H (-0.503, 0.770, -2.829)
H (0.813, 1.988, -2.165)
H (0.724, 0.222, -1.757)

Atomic forces in eV per Å
1.462 0.379 -0.575
-1.519 -1.726 -0.192
0.199 0.690 -0.165
0.542 0.561 0.113
-0.359 -0.236 0.308
-0.404 0.368 0.124
-0.089 0.109 0.146
-1.156 -0.841 2.459
0.122 -0.224 -1.298
0.355 -0.270 1.063
0.186 0.754 -0.694
0.367 -0.023 -1.166
0.293 0.459 -0.123

Atom charges from the Mulliken analysis, given in e for atoms 1 to 4: C -0.7654; C 0.5380; O -0.7271; O -0.7075

The following is a quantum chemistry calculation of a molecular structure, C2H5AgO2, from the OMol25 dataset.

The charge is 0. Its relative energy (zero: lowest compared OMol25 entry of this formula, charge and spin) is 0.0 kcal per mole. The calculation puts the electronic energy at -376.3832 a.u. The calculation puts the highest occupied orbital energy (spin up / spin down) at -0.3380 / -0.3341 Ha. Its spin multiplicity is 3.

Element x y z (Å)
C (0.225, 0.468, -0.307)
C (0.715, -0.927, 0.115)
O (0.399, -1.203, 1.449)
Ag (-1.211, -0.261, 1.854)
H (0.867, 1.240, 0.155)
H (0.308, 0.586, -1.401)
H (1.808, -0.971, -0.062)
H (0.255, -1.676, -0.564)
O (-1.128, 0.662, 0.082)
H (-2.239, 2.082, -1.320)

Atomic forces in eV per Å
0.310 -0.067 0.165
0.077 0.183 -1.464
1.846 -0.849 -0.103
-2.086 0.739 1.289
-0.092 -0.188 -0.039
-0.083 -0.001 0.201
-0.258 -0.115 0.327
0.082 0.213 0.305
0.313 -0.038 -0.583
-0.108 0.124 -0.098

Atom charges from the Mulliken analysis, given in e for atoms 1 to 4: C -0.2830; C -0.1313; O -0.6945; Ag 0.6606

The following is a quantum chemistry calculation of C4H4O2S in the gas phase, from the OMol25 dataset.

The charge is 0. Its relative energy (zero: lowest compared OMol25 entry of this formula, charge and spin) is 69.6 kcal per mole. The calculation puts the electronic energy at -703.3810 a.u. The calculation puts the highest occupied orbital energy at -0.3258 Ha.

Element x y z (Å)
C (-1.083, 0.769, -0.600)
C (-0.865, -0.615, 0.014)
C (-0.027, 1.586, -0.539)
C (0.347, -0.777, 0.581)
O (2.489, 0.383, -0.657)
O (0.846, -1.749, 1.363)
S (1.517, 0.750, 0.352)
H (-2.051, 1.035, -1.074)
H (-1.616, -1.427, 0.077)
H (0.081, 2.591, -0.988)
H (0.362, -2.546, 1.470)

Atomic forces in eV per Å
0.326 -1.071 0.308
0.233 0.407 0.244
0.970 -0.542 0.337
-0.518 1.117 -0.218
1.176 -0.216 -0.911
1.568 1.528 -0.248
-3.664 -0.162 0.043
0.795 -0.208 0.369
0.310 0.823 -0.197
-0.002 -0.787 0.513
-1.195 -0.891 -0.241

Atom charges from the Mulliken analysis, given in e for atoms 1 to 4: C -0.1288; C -0.2582; C -0.6283; C 0.4155

The following is a quantum chemistry calculation of 4 unconnected molecules or ions with the total composition C10H22Cl8O3P, from the OMol25 dataset.

The charge is +1. The calculation puts the electronic energy at -4642.5705 a.u. The calculation puts the highest occupied orbital energy at -0.4533 Ha.

Element x y z (Å)
O (-0.018, -0.864, -2.672)
C (1.060, -1.169, -2.268)
O (2.051, -1.671, -3.062)
C (1.326, -0.980, -0.744)
P (0.924, -2.604, 0.051)
O (2.165, -3.255, 0.853)
H (2.071, -2.631, -2.866)
H (2.382, -0.748, -0.553)
H (0.667, -0.224, -0.316)
H (0.637, -3.529, -0.980)
H (-0.234, -2.475, 0.823)
H (2.539, -4.001, 0.353)
Cl (3.045, -4.366, -4.171)
C (3.322, -3.152, -5.463)
C (2.736, -3.590, -6.781)
Cl (3.606, -4.980, -7.470)
H (4.393, -2.981, -5.536)
H (2.851, -2.228, -5.138)
H (2.812, -2.776, -7.501)
H (1.688, -3.864, -6.681)
Cl (1.121, -1.187, 2.178)
C (1.544, 0.081, 3.389)
C (0.395, 0.369, 4.317)
Cl (-0.960, 1.177, 3.499)
H (1.859, 0.969, 2.846)
H (2.396, -0.296, 3.953)
H (0.734, 1.037, 5.108)
H (0.014, -0.540, 4.778)
Cl (-0.258, 3.049, 0.225)
C (-1.257, 1.944, -0.758)
C (-2.163, 2.688, -1.706)
Cl (-3.442, 3.574, -0.844)
H (-1.826, 1.311, -0.078)
H (-0.574, 1.314, -1.326)
H (-2.656, 1.981, -2.372)
H (-1.607, 3.400, -2.312)
Cl (-2.835, 4.364, 3.338)
C (-4.374, 4.175, 4.219)
C (-4.163, 3.766, 5.656)
Cl (-3.527, 2.105, 5.790)
H (-4.980, 3.449, 3.683)
H (-4.880, 5.139, 4.183)
H (-5.113, 3.787, 6.188)
H (-3.471, 4.432, 6.165)

Atomic forces in eV per Å
-0.011 0.040 -0.386
-0.540 0.686 0.444
-0.665 -0.106 1.197
0.491 -1.289 -0.812
1.083 0.319 -0.513
-0.916 -0.107 -1.102
0.650 0.014 -0.634
-0.270 -0.138 0.157
0.067 -0.100 -0.172
0.006 0.214 0.213
0.081 -0.427 -0.235
0.094 -0.031 0.241
-0.027 -0.059 0.140
0.055 0.309 -0.277
-0.034 -0.079 -0.058
-0.024 -0.015 0.041
0.009 -0.183 0.042
-0.072 -0.047 0.003
0.057 0.038 0.066
0.032 -0.033 0.029
-0.217 0.872 1.631
0.461 0.603 0.445
-0.342 -0.109 -0.033
0.126 -0.089 -0.098
-0.145 -0.082 -0.165
-0.054 -0.184 -0.085
0.127 -0.001 -0.061
0.038 0.001 -0.015
0.047 -0.088 0.027
0.004 -0.087 0.012
-0.082 -0.028 -0.114
0.038 0.009 0.023
-0.037 0.120 0.050
-0.025 0.073 -0.137
0.023 -0.042 0.048
0.015 0.027 0.079
0.005 -0.056 -0.036
-0.109 0.063 0.015
-0.099 0.114 0.053
0.000 -0.006 0.042
0.074 -0.039 0.010
0.046 0.010 0.049
-0.018 -0.037 -0.059
0.061 -0.047 -0.063

Atom charges from the Mulliken analysis, given in e for atoms 1 to 4: O -0.4569; C 0.1947; O -0.3514; C -0.0494